Entry 1:
The following is a quantum chemistry calculation of C24H23N4 as an isolated structure in a non-equilibrium geometry, from OMol25.

Last column: Löwdin charge in e.
CARTESIAN COORDINATES (ANGSTROEM)
C (-3.43, -3.83, 1.00)  0.01
N (-2.72, -2.65, 0.49)  -0.09
C (-1.56, -2.15, 1.03)  0.02
C (-1.19, -0.98, 0.33)  -0.12
C (0.24, -0.52, 0.26)  0.01
C (0.61, 0.40, -0.88)  -0.13
C (0.40, 0.07, -2.23)  -0.03
N (1.06, 0.95, -3.05)  -0.09
C (0.98, 0.92, -4.52)  0.00
C (1.77, 1.87, -2.27)  -0.15
C (1.52, 1.52, -0.90)  -0.13
C (1.99, 2.37, 0.10)  -0.03
C (2.71, 3.51, -0.28)  -0.08
C (2.94, 3.84, -1.63)  -0.08
C (2.45, 3.02, -2.66)  -0.01
C (-2.32, -0.66, -0.57)  -0.10
C (-3.21, -1.78, -0.49)  -0.17
C (-4.33, -1.94, -1.29)  -0.01
C (-4.58, -1.00, -2.29)  -0.07
C (-3.68, 0.06, -2.47)  -0.07
C (-2.58, 0.24, -1.61)  -0.04
H (-4.44, -3.91, 0.59)  0.09
H (-2.83, -4.72, 0.75)  0.10
H (-3.48, -3.71, 2.09)  0.10
H (-1.09, -2.70, 1.87)  0.15
H (0.91, -1.43, 0.14)  0.14
H (-0.19, -0.77, -2.59)  0.15
H (1.55, 1.80, -4.83)  0.07
H (1.45, 0.01, -4.94)  0.10
H (-0.07, 1.00, -4.86)  0.10
H (1.76, 2.13, 1.14)  0.09
H (3.11, 4.20, 0.47)  0.10
H (3.49, 4.73, -1.91)  0.10
H (2.57, 3.24, -3.73)  0.11
H (-4.96, -2.83, -1.14)  0.11
H (-5.44, -1.12, -2.96)  0.11
H (-3.88, 0.75, -3.28)  0.11
H (-1.98, 1.13, -1.74)  0.11
N (1.22, -0.66, 1.89)  0.04
C (2.24, -1.37, 2.51)  -0.02
C (2.82, -1.00, 3.73)  0.02
C (2.28, 0.11, 4.41)  -0.28
N (2.80, 0.46, 5.64)  0.14
C (1.20, 0.78, 3.81)  0.01
C (0.70, 0.35, 2.59)  -0.13
H (2.59, -2.24, 1.97)  0.13
H (3.68, -1.56, 4.10)  0.13
H (2.66, 1.40, 5.98)  0.11
H (3.74, 0.16, 5.83)  0.11
H (0.72, 1.64, 4.25)  0.12
H (-0.18, 0.84, 2.15)  0.14

As for the total charge: +1. The largest force on an atom comes out at 0.1078 Eh/bohr. Its molar mass is 367.5 u. The orbital gap comes out at 6.97 eV. The HOMO energy is -10.2 eV.

---

Entry 2:
The following is a quantum chemistry calculation of a 2-piece molecular cluster, C2H8N2 overall in a non-equilibrium geometry, from OMol25.

Last column: Löwdin charge in e.
CARTESIAN COORDINATES (ANGSTROEM)
C (-2.48, 2.77, 0.98)  -0.03
N (-1.76, 1.92, 1.85)  0.28
H (-1.82, 3.55, 0.60)  0.12
H (-3.43, 3.07, 1.42)  0.13
H (-2.81, 2.23, 0.05)  0.16
H (-0.77, 1.87, 1.59)  0.17
H (-2.22, 1.06, 2.14)  0.17
C (3.11, -3.55, -2.04)  -0.14
N (2.41, -2.87, -1.24)  -0.01
H (2.62, -3.94, -2.93)  0.06
H (4.16, -3.74, -1.84)  0.07
H (3.00, -2.37, -0.57)  0.02

As for the total charge: +1. The largest force on an atom comes out at 0.0449 Eh/bohr. Its spin multiplicity is 2. Its molar mass is 60.1 u. The orbital gap (spin up / spin down) comes out at 7.99 / 2.76 eV. The HOMO energy (spin up / spin down) is -12.0 / -12.0 eV.